Entry 1:
The following is a quantum chemistry calculation of a molecular structure, C22H30BF4N3PtS2Si3 at a distorted geometry, from OMol25.

The calculation puts the HOMO energy at -0.0502 Eh. As for the total charge: -2. As for the energy: -3229.5072 Ha. The multiplicity is 1. The energy relative to the best compared isomer or geometry (same formula, charge and spin) is 55.37 kcal/mol. As for the molar mass: 766.777 Da. The orbital gap comes out at 5.330 eV.

Structure (XYZ):
```
66
Properties=species:S:1:pos:R:3:lowdin_charge:R:1
Pt 0.8327 0.0656 -0.8600 0.71
S 0.1323 2.0465 -1.9742 0.55
C 0.2977 3.4676 -0.9517 -0.67
C -0.6722 3.8644 -0.0527 -0.10
C -0.5257 5.0259 0.7118 -0.22
C -1.5391 5.3889 1.6173 -0.23
N -2.3931 5.6615 2.3455 0.12
C 0.6408 5.8153 0.5541 -0.21
C 1.5918 5.4580 -0.3968 -0.08
C 1.4328 4.3169 -1.1895 -0.80
S 2.4875 3.9187 -2.4720 0.48
C 0.8280 6.9755 1.3325 -0.21
N 0.9997 7.9304 1.9573 0.13
H -1.5644 3.2729 0.0777 0.07
H 2.4608 6.0856 -0.5348 0.10
C -2.3053 -0.6583 2.7759 -0.19
Si -0.6907 -0.3717 1.7763 0.42
C 0.6784 -1.2654 2.7742 -0.18
C -0.2565 1.4671 1.9877 -0.17
C -0.8988 -0.9369 -0.0215 -0.59
Si -2.4289 -0.4280 -0.9924 0.40
C -2.1689 -0.4901 -2.8826 -0.20
C -3.1461 1.2820 -0.5822 -0.18
C -3.8621 -1.6474 -0.6045 -0.19
Si -0.4474 -2.7313 -0.3123 0.48
C -1.2672 -3.9413 0.9327 -0.17
C -0.8014 -3.5085 -2.0201 -0.17
C 1.4330 -2.8480 -0.1161 -0.31
C 2.1547 -4.0296 -0.1340 -0.07
C 3.5395 -3.9942 -0.0417 -0.06
C 4.1557 -2.7621 0.0988 -0.04
C 3.3685 -1.6247 0.1536 -0.12
N 2.0447 -1.6628 0.0291 -0.05
H -2.1870 -0.3582 3.8165 0.02
H -2.6125 -1.7031 2.7619 0.01
H -3.1200 -0.0714 2.3550 0.01
H 0.5667 -1.0750 3.8414 0.02
H 1.6572 -0.9023 2.4728 0.02
H 0.6706 -2.3426 2.6206 0.00
H 0.1985 1.6661 2.9569 0.03
H -1.1320 2.1041 1.8989 0.01
H 0.4557 1.7659 1.2197 0.00
H -1.1319 -0.2537 -3.1154 -0.01
H -2.7916 0.2481 -3.3845 0.03
H -2.3970 -1.4664 -3.3042 0.01
H -2.5846 2.0448 -1.1142 -0.01
H -3.0891 1.4948 0.4834 0.01
H -4.1900 1.3568 -0.8877 0.03
H -3.5764 -2.6725 -0.8310 0.00
H -4.7580 -1.4168 -1.1779 0.02
H -4.1209 -1.6040 0.4515 0.01
H -2.3506 -3.8781 0.8491 0.01
H -1.0085 -3.6945 1.9604 0.01
H -0.9827 -4.9785 0.7574 0.02
H -1.8702 -3.5696 -2.2169 0.01
H -0.3932 -4.5175 -2.0790 0.02
H -0.3462 -2.9190 -2.8127 0.03
H 1.6286 -4.9721 -0.2248 0.10
H 4.1208 -4.9075 -0.0708 0.10
H 5.2299 -2.6792 0.1573 0.11
H 3.8148 -0.6511 0.2981 0.12
F 3.0688 0.3584 -1.8474 0.00
B 4.4468 0.1780 -2.1442 -1.31
F 4.6640 -1.1932 -2.3720 0.09
F 4.8080 0.8910 -3.2667 0.13
F 5.2012 0.5760 -1.0370 0.10
```


Entry 2:
The following is a quantum chemistry calculation of a molecular structure, C22H30BMoN8SSe4 at a distorted geometry, from OMol25.

The calculation puts the HOMO energy (spin up / spin down) at -0.3776 / -0.3826 Eh. As for the total charge: +1. As for the energy: -11391.3956 Ha. The multiplicity is 3. The energy relative to the best compared isomer or geometry (same formula, charge and spin) is 0.00 kcal/mol. As for the molar mass: 861.197 Da. The orbital gap (spin up / spin down) comes out at 5.581 / 6.214 eV.

Structure (XYZ):
```
67
Properties=species:S:1:pos:R:3:lowdin_spin:R:1
Mo 1.2294 0.4919 -0.0027 2.05
C 4.6854 0.9623 -1.3303 0.00
C 3.5304 0.8455 -2.2637 0.01
C 3.5981 0.8291 -3.6517 0.00
C 2.2978 0.6770 -4.1035 0.01
C 1.7998 0.5980 -5.5071 0.00
N 1.4997 0.6037 -3.0323 0.00
N 2.2412 0.7172 -1.8907 0.01
B -0.0345 0.4873 -2.9822 0.00
N -0.4190 -0.8162 -2.2623 0.00
N -0.0107 -1.0554 -0.9826 0.01
C -0.5372 -2.2392 -0.6212 0.01
C -0.3787 -2.8801 0.7162 0.00
C -1.2853 -2.7479 -1.6787 0.01
C -1.1926 -1.8182 -2.6983 0.02
C -1.8055 -1.8522 -4.0579 0.00
N -0.5891 1.6939 -2.2108 0.00
N -0.2078 1.9618 -0.9239 0.00
C -0.8439 3.0921 -0.5581 0.01
C -0.7606 3.7552 0.7761 0.00
C -1.5897 3.5635 -1.6350 0.00
C -1.4091 2.6551 -2.6586 0.01
C -1.9902 2.6711 -4.0326 0.00
H 5.6097 0.8400 -1.8913 0.00
H 4.7008 1.9318 -0.8372 0.00
H 4.6557 0.2042 -0.5485 0.00
H 4.4898 0.9071 -4.2520 0.00
H 2.6462 0.5910 -6.1900 0.00
H 1.2144 -0.3065 -5.6732 0.00
H 1.1697 1.4541 -5.7519 0.00
H -0.4751 0.4783 -4.0882 0.00
H 0.6359 -2.8108 1.1003 -0.01
H -1.0499 -2.4163 1.4398 0.00
H -0.6397 -3.9346 0.6415 0.00
H -1.8235 -3.6814 -1.7003 0.00
H -2.3775 -2.7695 -4.1748 0.00
H -2.4770 -1.0069 -4.2119 0.00
H -1.0444 -1.8202 -4.8381 0.00
H -0.0063 4.5414 0.7577 0.00
H -1.7207 4.2189 1.0016 0.00
H -0.5032 3.0671 1.5722 0.00
H -2.2045 4.4487 -1.6539 0.00
H -2.6107 3.5565 -4.1507 0.00
H -1.2099 2.6938 -4.7938 0.00
H -2.6085 1.7917 -4.2151 0.00
Se 2.6798 -1.0871 0.8782 -0.23
Se 4.1316 -0.2177 2.4819 -0.01
Se 3.1230 1.7660 3.0001 0.02
Se 2.5204 2.5092 0.8823 0.05
N 0.5885 -0.6299 3.7074 0.00
C -0.5561 -0.3446 3.1130 0.01
S -0.6937 0.5606 1.6607 0.00
N -1.7036 -0.7690 3.6557 0.00
C -1.8231 -1.4447 4.9141 0.00
C -1.2865 -2.7166 5.0681 0.00
C -1.4101 -3.3650 6.2887 0.00
C -2.0822 -2.7522 7.3373 0.00
C -2.6279 -1.4870 7.1693 0.00
C -2.4940 -0.8248 5.9584 0.00
H 1.4191 -0.1216 3.4211 0.00
H 0.5920 -1.1010 4.6006 0.00
H -2.5446 -0.4867 3.1763 0.00
H -0.7934 -3.2000 4.2320 0.00
H -0.9938 -4.3563 6.4136 0.00
H -2.1854 -3.2637 8.2849 0.00
H -3.1551 -1.0102 7.9850 0.00
H -2.9045 0.1683 5.8209 0.00
```